1.
24
Properties=species:S:1:pos:R:3:forces:R:3 method="wB97M-V/def2-TZVPD" homo_ev=-12.531 total_charge=+1 de_lowest_kcal_mol=64.1 max_force_ev_per_a=4.24 orbital_gap_ha=0.357 mol_weight_g_mol=157.2 e_lumo_ev=-2.83
C 2.466 -1.900 0.276 -1.35 -2.11 -1.43
C 1.510 -0.849 0.393 0.15 1.74 0.19
C 0.163 -0.771 0.489 -3.22 -1.75 1.92
C 2.848 1.168 -0.078 -0.53 -2.10 1.99
C -0.690 -2.052 0.578 0.82 0.10 -2.82
C 3.795 2.169 -0.257 -1.49 1.87 0.99
C -3.754 0.338 -0.797 -0.73 -0.77 -0.67
N 2.062 0.397 0.231 0.80 0.33 -0.55
N -2.930 1.102 0.122 4.12 -0.27 -0.95
O -0.440 0.352 0.596 -0.77 0.85 -0.52
O 3.612 -1.707 -0.006 1.23 0.19 0.31
H 1.998 -2.930 0.195 0.51 0.64 0.60
H -1.696 -1.854 0.262 -0.70 0.63 0.30
H -0.743 -2.684 1.449 0.63 0.13 0.38
H -0.362 -2.607 -0.341 0.02 -0.32 1.13
H 4.240 2.612 0.645 0.08 -0.67 -0.30
H 3.035 2.870 -0.599 0.63 1.25 -0.73
H 4.396 1.828 -1.026 1.77 0.00 -1.54
H -3.794 -0.744 -0.486 0.08 1.11 -0.57
H -4.762 0.781 -0.666 0.35 -0.64 -0.78
H -3.350 0.491 -1.839 -0.78 -0.53 1.12
H -1.702 0.629 0.502 -0.15 -0.84 0.03
H -3.499 1.558 0.767 -0.70 0.94 1.68
H -2.404 1.805 -0.411 -0.78 0.23 0.24



2.
59
Properties=species:S:1:pos:R:3:forces:R:3 method="wB97M-V/def2-TZVPD" homo_ev=-11.418 total_charge=+1 de_lowest_kcal_mol=31.6 max_force_ev_per_a=0.82 orbital_gap_ha=0.332 mol_weight_g_mol=370.5 e_lumo_ev=-2.38 smiles=CC(C)(C)c1ccc(OC[C@H](O)CN2CC[NH+](c3ccccn3)CC2)cc1
C 0.175 -4.005 3.194 0.18 0.20 -0.02
C 1.250 -2.920 3.287 0.01 -0.15 0.16
C 1.093 -2.202 4.635 0.01 -0.10 -0.16
C 2.626 -3.597 3.216 -0.17 0.06 0.01
C 1.150 -1.899 2.166 -0.08 -0.01 -0.04
C 0.201 -1.977 1.154 0.06 -0.02 0.08
C 0.144 -1.035 0.142 0.24 0.26 -0.23
C 1.039 0.020 0.128 0.00 -0.18 0.09
O 0.936 1.007 -0.864 -0.15 -0.32 0.59
C 2.041 1.108 -1.754 0.33 -0.17 -0.59
C 1.934 0.135 -2.950 -0.50 0.19 0.26
O 3.173 -0.029 -3.583 0.29 0.06 -0.13
C 0.978 0.692 -4.025 0.48 -0.37 0.20
N -0.252 1.141 -3.422 -0.07 0.08 -0.30
C -0.737 2.477 -3.652 -0.08 -0.04 -0.02
C -1.402 2.949 -2.333 0.12 0.53 -0.38
N -1.603 1.757 -1.489 0.41 -0.27 0.23
C -2.180 1.964 -0.162 -0.34 0.08 0.73
C -2.589 3.194 0.318 0.07 -0.10 -0.13
C -3.090 3.233 1.616 0.05 -0.21 0.01
C -3.154 2.066 2.358 0.03 0.14 -0.14
C -2.718 0.888 1.768 -0.07 0.12 0.19
N -2.247 0.845 0.537 0.15 0.04 -0.56
C -2.316 0.716 -2.269 -0.43 -0.60 -0.36
C -1.344 0.200 -3.350 0.14 0.01 -0.01
C 1.994 0.121 1.129 -0.05 0.18 -0.19
C 2.043 -0.831 2.127 -0.02 0.00 -0.07
H 0.266 -4.573 2.271 -0.05 -0.09 -0.11
H 0.292 -4.699 4.023 0.01 -0.06 0.07
H -0.823 -3.578 3.257 -0.15 0.00 -0.02
H 1.880 -1.470 4.794 0.09 0.10 0.05
H 0.134 -1.690 4.682 -0.10 0.06 0.04
H 1.136 -2.925 5.446 0.01 -0.07 0.12
H 2.753 -4.095 2.256 0.05 -0.07 -0.09
H 2.713 -4.342 4.002 0.04 -0.09 0.10
H 3.431 -2.879 3.338 0.12 0.07 0.01
H -0.512 -2.784 1.133 -0.08 -0.13 0.03
H -0.600 -1.125 -0.633 -0.09 0.01 -0.11
H 2.061 2.140 -2.110 0.07 -0.03 0.01
H 2.975 0.909 -1.217 -0.11 0.06 0.00
H 1.555 -0.828 -2.569 -0.01 0.12 -0.01
H 3.785 -0.511 -3.016 -0.07 -0.02 -0.03
H 0.815 -0.075 -4.790 0.00 0.08 -0.05
H 1.493 1.526 -4.504 -0.03 0.03 -0.02
H -1.465 2.515 -4.477 0.05 0.05 0.04
H 0.091 3.136 -3.908 -0.06 0.00 0.02
H -2.362 3.430 -2.528 0.03 -0.06 0.15
H -0.752 3.642 -1.797 -0.07 -0.08 0.06
H -0.617 1.358 -1.345 -0.36 0.29 0.07
H -2.533 4.097 -0.266 0.03 0.08 -0.10
H -3.423 4.170 2.033 -0.02 0.08 0.03
H -3.533 2.068 3.367 -0.04 -0.02 0.11
H -2.743 -0.059 2.288 -0.03 -0.06 0.15
H -3.211 1.164 -2.706 0.06 0.07 0.11
H -2.620 -0.077 -1.585 0.04 0.18 -0.08
H -1.875 0.091 -4.310 0.03 -0.01 0.10
H -0.942 -0.775 -3.075 -0.06 -0.01 0.02
H 2.690 0.947 1.131 0.06 0.10 0.00
H 2.797 -0.727 2.892 0.09 0.00 0.11



3.
11
Properties=species:S:1:pos:R:3:forces:R:3 method="wB97M-V/def2-TZVPD" homo_ev=-8.606 de_lowest_kcal_mol=102.8 max_force_ev_per_a=5.14 orbital_gap_ha=0.271 mol_weight_g_mol=90.2 e_lumo_ev=-1.22
C -1.141 1.403 -0.082 -4.71 -0.46 1.99
C -0.947 -0.095 0.016 1.10 -2.14 -0.30
H -0.666 1.895 -0.842 1.28 0.75 -2.28
H -1.126 2.201 0.774 0.33 -2.32 -0.77
H -2.327 1.254 -0.305 2.66 1.23 0.24
H -1.758 -1.872 0.232 -0.04 1.37 -0.70
H 0.215 -1.782 0.355 0.60 1.96 -0.47
H 1.113 1.644 1.121 1.42 -2.73 -1.60
N -1.964 -0.858 0.033 -0.94 -0.42 1.14
N 0.304 -0.813 -0.073 0.42 0.69 0.87
S 1.794 0.032 -0.041 -2.12 2.06 1.88



4.
17
Properties=species:S:1:pos:R:3:forces:R:3 method="wB97M-V/def2-TZVPD" homo_ev=-8.245 de_lowest_kcal_mol=35.3 max_force_ev_per_a=1.54 orbital_gap_ha=0.301 mol_weight_g_mol=127.2 e_lumo_ev=-0.06
C -0.403 -0.957 1.210 -0.45 -0.02 0.23
C -0.967 -0.315 0.162 0.11 -0.89 0.06
C -1.969 -1.062 -0.708 -0.03 1.25 0.62
C -0.643 1.095 -0.190 -0.28 -0.20 0.54
C 0.528 1.694 0.037 -0.75 0.47 -0.36
N 1.742 1.085 0.143 1.30 -0.50 0.67
C 2.115 -0.119 -0.334 -0.84 -0.52 -0.65
S 3.594 -0.752 -0.179 0.39 -0.16 0.11
H -0.660 -2.021 1.476 0.23 1.32 -0.44
H 0.287 -0.438 1.898 -0.34 -0.39 -0.50
H -2.109 -2.055 -0.311 -0.44 -0.18 0.04
H -2.902 -0.477 -0.835 0.23 -0.49 0.46
H -1.600 -1.130 -1.702 0.55 -0.24 -1.03
H -1.428 1.749 -0.562 -0.22 -0.19 0.39
H 0.644 2.765 0.153 -0.38 0.16 -0.51
H 2.458 1.619 0.616 0.20 -0.22 -0.10
H 1.311 -0.683 -0.873 0.73 0.78 0.49



5.
10
Properties=species:S:1:pos:R:3:forces:R:3 method="wB97M-V/def2-TZVPD" homo_ev=-9.529 de_lowest_kcal_mol=28.7 max_force_ev_per_a=6.15 orbital_gap_ha=0.364 mol_weight_g_mol=118.5 e_lumo_ev=0.39 smiles="O=C1CC(Cl)=CO1"
O -2.494 -0.383 -0.329 4.32 1.06 0.89
C -1.307 -0.042 -0.105 -4.61 -4.03 -0.55
C -0.051 -0.927 0.107 -1.18 -4.47 0.83
C 1.030 0.046 -0.068 0.13 2.20 0.15
Cl 2.774 -0.049 -0.162 -1.10 -0.45 0.13
C 0.402 1.232 -0.152 2.67 3.23 2.07
O -0.948 1.202 0.069 -0.07 1.38 -0.68
H 0.061 -1.856 -0.561 -0.62 1.61 0.47
H -0.264 -1.557 1.163 1.01 2.19 -2.21
H 0.797 2.334 0.037 -0.54 -2.71 -1.10



6.
14
Properties=species:S:1:pos:R:3:forces:R:3 method="wB97M-V/def2-TZVPD" homo_ev=-8.304 de_lowest_kcal_mol=124.0 max_force_ev_per_a=0.47 orbital_gap_ha=0.319 mol_weight_g_mol=88.1 e_lumo_ev=0.36
C -2.077 0.665 -0.065 -0.25 0.17 0.07
O -1.016 -0.114 -0.572 0.09 -0.03 -0.04
C -0.234 -0.677 0.427 -0.01 -0.45 -0.11
C 1.103 -0.978 0.115 -0.26 -0.07 0.10
C 1.875 0.098 -0.548 0.02 -0.19 -0.30
O 1.912 0.668 0.736 -0.05 0.31 0.21
H -2.758 0.062 0.554 0.12 0.07 -0.08
H -1.709 1.509 0.534 -0.01 -0.12 -0.09
H -2.629 1.046 -0.927 0.07 -0.04 0.13
H -0.768 -1.288 1.157 0.06 0.09 -0.11
H 0.580 0.272 0.968 0.37 0.13 0.10
H 1.655 -1.716 0.686 -0.07 0.12 -0.06
H 1.316 0.656 -1.305 0.08 -0.03 0.12
H 2.864 -0.188 -0.920 -0.14 0.03 0.06